{"formula": "C2H4IN2", "method": "ωB97M-V/def2-TZVPD", "total_charge": 1, "relative_energy_kcal_mol": 52.5, "total_energy_ev": -13209.370, "lumo_ev": -7.104, "elements": ["C", "C", "N", "N", "I", "H", "H", "H", "H"], "coordinates": [[0.13711, -0.24257, 1.11339], [1.50086, 1.22749, -0.37563], [0.87093, 0.28466, 0.14054], [2.13337, 2.04531, -0.98861], [-3.27000, -0.88762, -1.87841], [0.47785, -1.25470, 1.26581], [-0.57018, 0.49426, 1.50162], [-4.37971, -1.81895, -2.46950], [3.00263, 2.32836, -1.39656]], "forces_ev_per_a": [[2.47, 2.75, -3.50], [1.93, 2.13, -2.48], [-0.74, -1.06, 2.12], [-2.61, -2.25, 2.51], [0.64, 0.58, 0.32], [-1.02, -0.44, 0.83], [-0.36, -1.07, 0.73], [-0.61, -0.56, -0.30], [0.30, -0.08, -0.24]]}